The following is a DFT calculation (ωB97M-V/def2-TZVPD) of a 11-piece molecular cluster, C34H95N13O16 overall in a non-equilibrium geometry.

Computed properties:
**SMILES**: COCCNCCOC.COCCNCCOC.COCCNCCOC.COCCNCCOC.COCCNCCOC.NC(N)=O.NC(N)=O.NC(N)=O.NC(N)=O.O.O
**LUMO**: 0.26 eV

Geometry (Å):
C  2.328  -3.086  0.697
O  1.307  -3.635  0.243
N  2.260  -1.988  1.448
N  3.469  -3.519  0.500
H  3.142  -1.609  1.761
H  1.412  -1.551  1.780
H  3.654  -4.284  -0.134
H  4.220  -3.110  1.038
C  -1.897  2.385  -5.130
O  -2.960  2.564  -5.662
N  -0.945  1.661  -5.559
N  -1.466  2.855  -4.070
H  -0.325  1.248  -4.876
H  -1.232  1.103  -6.350
H  -0.669  2.348  -3.711
H  -1.828  3.681  -3.617
C  -0.226  0.674  0.128
O  -0.272  1.878  0.430
N  0.031  0.316  -1.095
N  -0.405  -0.401  0.821
H  0.182  -0.681  -1.040
H  0.269  0.988  -1.810
H  -0.552  -0.312  1.816
H  -0.316  -1.312  0.395
C  -1.040  2.091  4.924
O  -0.959  1.472  3.830
N  -2.145  2.668  5.322
N  -0.133  2.105  5.845
H  -2.125  3.315  6.098
H  -2.929  2.698  4.685
H  0.545  1.366  5.724
H  -0.452  2.320  6.779
C  4.521  -2.105  -11.012
O  4.108  -3.290  -10.369
C  2.740  -3.520  -10.008
C  2.134  -2.354  -9.195
N  2.898  -2.119  -8.018
C  2.499  -2.786  -6.771
C  1.126  -2.314  -6.139
O  0.938  -2.851  -4.851
C  -0.100  -2.315  -4.103
H  3.874  -1.875  -11.858
H  5.501  -2.043  -11.485
H  4.455  -1.234  -10.360
H  2.751  -4.415  -9.386
H  2.251  -3.827  -10.932
H  1.099  -2.512  -8.892
H  2.056  -1.438  -9.781
H  3.746  -2.564  -8.338
H  3.282  -2.824  -6.013
H  2.337  -3.835  -7.016
H  0.414  -2.779  -6.821
H  1.075  -1.225  -6.161
H  -0.997  -2.277  -4.720
H  0.036  -1.262  -3.858
H  -0.312  -2.896  -3.205
C  -3.858  -2.332  0.459
O  -3.469  -3.374  1.412
C  -2.343  -4.038  0.943
C  -2.328  -5.238  1.920
N  -1.129  -6.125  1.794
C  -0.963  -7.189  2.817
C  -0.101  -8.304  2.078
O  -0.015  -9.294  3.133
C  0.633  -10.561  2.830
H  -4.737  -1.797  0.819
H  -4.115  -2.650  -0.551
H  -3.090  -1.559  0.419
H  -1.449  -3.448  1.145
H  -2.462  -4.314  -0.105
H  -3.190  -5.886  1.762
H  -2.492  -4.858  2.929
H  -0.322  -5.577  1.532
H  -1.884  -7.555  3.270
H  -0.174  -6.893  3.510
H  0.783  -7.925  1.565
H  -0.794  -8.777  1.383
H  1.618  -10.256  2.478
H  -0.002  -11.001  2.061
H  0.644  -11.240  3.682
C  3.272  2.049  -3.153
O  1.856  2.353  -3.213
C  1.580  3.669  -2.740
C  2.015  4.870  -3.559
N  3.391  5.254  -3.387
C  3.835  6.469  -4.059
C  3.178  7.725  -3.566
O  3.875  8.842  -4.189
C  3.340  10.104  -3.921
H  3.335  0.961  -3.187
H  3.733  2.354  -2.213
H  3.817  2.359  -4.044
H  1.855  3.763  -1.689
H  0.493  3.719  -2.794
H  1.276  5.633  -3.315
H  1.840  4.644  -4.610
H  3.646  5.372  -2.417
H  3.771  6.377  -5.143
H  4.905  6.521  -3.858
H  3.149  7.867  -2.486
H  2.117  7.677  -3.810
H  2.403  10.227  -4.465
H  4.132  10.817  -4.149
H  3.382  10.320  -2.854
C  0.967  -3.719  5.987
O  0.940  -2.635  5.124
C  -0.335  -1.948  5.136
C  -0.722  -1.452  6.564
N  0.255  -0.543  7.001
C  0.113  -0.165  8.416
C  1.394  0.574  8.825
O  2.511  -0.299  8.709
C  3.745  0.370  9.149
H  0.389  -4.568  5.623
H  0.779  -3.563  7.049
H  1.977  -4.129  5.979
H  -1.123  -2.632  4.819
H  -0.336  -1.189  4.354
H  -0.864  -2.355  7.158
H  -1.666  -0.912  6.486
H  1.178  -0.895  6.788
H  -0.051  -0.913  9.192
H  -0.766  0.462  8.564
H  1.195  0.862  9.857
H  1.573  1.297  8.029
H  3.934  1.395  8.832
H  4.643  -0.216  8.952
H  3.622  0.427  10.231
C  -5.028  4.287  4.928
O  -4.365  3.781  3.790
C  -3.540  4.720  3.145
C  -3.011  3.878  1.869
N  -4.055  3.520  0.864
C  -3.698  2.520  -0.123
C  -4.739  2.459  -1.297
O  -5.729  1.526  -0.863
C  -6.590  1.173  -1.949
H  -5.523  3.432  5.387
H  -5.823  4.975  4.641
H  -4.273  4.781  5.539
H  -2.665  5.090  3.679
H  -3.968  5.663  2.806
H  -2.437  3.038  2.259
H  -2.340  4.457  1.235
H  -4.856  3.163  1.365
H  -3.848  1.564  0.379
H  -2.665  2.699  -0.420
H  -4.197  2.127  -2.183
H  -5.187  3.405  -1.601
H  -6.935  2.001  -2.568
H  -7.369  0.486  -1.618
H  -5.949  0.560  -2.582
O  -3.085  -0.481  4.128
H  -3.544  0.073  3.497
H  -2.241  -0.048  4.257
O  2.490  3.006  0.424
H  2.798  3.068  1.328
H  1.690  2.484  0.478

The following is a DFT calculation (ωB97M-V/def2-TZVPD) of a 10-piece molecular cluster, C34H96N12O10 overall in a non-equilibrium geometry.

Computed properties:
**SMILES**: COC[C@H](C)N.COC[C@H](C)N.COC[C@H](C)N.COC[C@H](C)N.COC[C@H](C)N.COC[C@H](C)N.COC[C@H](C)N.COC[C@H](C)N.NC(N)=O.NC(N)=O
**LUMO**: 0.29 eV

Geometry (Å):
C  -1.696  5.969  6.566
C  -0.828  5.305  7.655
C  -0.869  6.059  9.013
O  -0.517  5.137  10.046
C  -1.268  5.247  11.269
N  -1.219  3.912  7.798
H  -1.484  5.568  5.574
H  -1.649  7.051  6.443
H  -2.751  5.730  6.694
H  0.197  5.366  7.290
H  -1.889  6.359  9.252
H  -0.283  6.978  9.058
H  -2.346  5.233  11.108
H  -0.870  6.044  11.897
H  -1.112  4.310  11.804
H  -2.052  3.996  8.363
H  -0.572  3.528  8.473
C  -10.280  -0.285  0.813
C  -9.867  -1.536  1.632
C  -11.047  -2.436  2.018
O  -11.825  -1.632  2.873
C  -13.194  -2.005  2.850
N  -8.924  -2.237  0.718
H  -9.444  0.354  0.528
H  -10.818  0.384  1.485
H  -10.868  -0.477  -0.084
H  -9.314  -1.302  2.542
H  -10.768  -3.445  2.323
H  -11.697  -2.660  1.172
H  -13.813  -1.786  3.720
H  -13.381  -3.072  2.726
H  -13.628  -1.435  2.028
H  -8.751  -3.154  1.104
H  -8.081  -1.693  0.835
C  -5.722  -9.536  11.159
C  -4.310  -9.429  10.661
C  -4.058  -8.117  9.930
O  -2.735  -8.151  9.387
C  -2.188  -6.933  8.795
N  -3.375  -9.500  11.804
H  -6.115  -8.849  11.908
H  -5.833  -10.552  11.538
H  -6.448  -9.479  10.348
H  -4.032  -10.241  9.990
H  -4.124  -7.300  10.649
H  -4.792  -8.007  9.131
H  -2.106  -6.224  9.618
H  -2.851  -6.452  8.076
H  -1.168  -7.178  8.497
H  -3.104  -10.439  12.058
H  -2.552  -9.140  11.341
C  -4.406  9.157  0.291
C  -3.545  8.127  -0.507
C  -4.371  6.981  -1.193
O  -3.461  6.164  -1.955
C  -4.045  5.337  -2.876
N  -2.668  8.720  -1.495
H  -5.116  9.824  -0.199
H  -3.658  9.791  0.766
H  -4.858  8.533  1.062
H  -2.753  7.745  0.138
H  -4.972  7.444  -1.975
H  -5.046  6.447  -0.524
H  -4.632  5.979  -3.532
H  -4.689  4.592  -2.409
H  -3.306  4.792  -3.464
H  -2.135  9.306  -0.868
H  -2.135  7.930  -1.830
C  1.114  -6.057  -3.108
C  2.549  -6.002  -3.517
C  2.809  -5.757  -4.993
O  1.974  -6.607  -5.779
C  1.381  -5.816  -6.818
N  3.219  -5.034  -2.687
H  0.527  -5.139  -3.090
H  1.057  -6.575  -2.151
H  0.559  -6.588  -3.881
H  2.872  -7.024  -3.318
H  3.876  -5.894  -5.170
H  2.639  -4.685  -5.092
H  0.785  -6.453  -7.472
H  2.191  -5.315  -7.349
H  0.697  -5.132  -6.316
H  3.294  -5.420  -1.756
H  2.550  -4.281  -2.616
C  7.523  -1.035  -12.880
C  6.961  -1.435  -11.504
C  5.563  -0.885  -11.177
O  5.472  0.534  -11.293
C  4.774  1.005  -12.408
N  6.975  -2.842  -11.339
H  8.485  -1.515  -13.060
H  7.638  0.049  -12.872
H  6.814  -1.430  -13.608
H  7.759  -1.052  -10.867
H  5.267  -1.134  -10.158
H  4.844  -1.341  -11.856
H  3.780  0.560  -12.462
H  5.082  0.868  -13.444
H  4.674  2.090  -12.378
H  7.873  -3.259  -11.539
H  6.464  -3.357  -12.042
C  -0.865  -1.290  1.422
C  -0.866  0.233  1.189
C  -0.627  0.512  -0.310
O  0.526  -0.159  -0.823
C  0.760  0.330  -2.229
N  -2.162  0.683  1.536
H  -1.665  -1.712  0.814
H  -1.022  -1.629  2.446
H  0.081  -1.673  1.038
H  -0.106  0.623  1.866
H  -0.477  1.592  -0.320
H  -1.574  0.286  -0.800
H  1.037  1.376  -2.355
H  -0.146  0.155  -2.811
H  1.491  -0.333  -2.694
H  -2.228  1.644  1.231
H  -2.245  0.696  2.543
C  8.134  6.757  -8.259
C  8.069  5.557  -7.254
C  6.811  5.550  -6.368
O  6.709  6.468  -5.289
C  5.573  6.232  -4.445
N  8.119  4.205  -7.858
H  9.085  6.945  -8.759
H  7.937  7.628  -7.634
H  7.416  6.852  -9.074
H  8.958  5.585  -6.624
H  6.705  4.559  -5.927
H  5.955  5.660  -7.035
H  5.848  5.558  -3.634
H  4.603  5.900  -4.815
H  5.413  7.142  -3.866
H  7.281  4.036  -8.396
H  8.170  3.474  -7.163
C  4.405  -4.745  5.130
O  4.180  -5.276  4.059
N  4.819  -5.322  6.226
N  4.184  -3.593  5.459
H  4.945  -4.728  7.033
H  5.229  -6.241  6.142
H  4.549  -3.257  6.339
H  3.695  -2.909  4.899
C  6.284  0.940  1.845
O  5.789  1.989  2.230
N  7.308  0.311  2.329
N  5.719  0.304  0.885
H  7.847  0.821  3.014
H  7.619  -0.589  1.993
H  6.019  -0.633  0.655
H  4.884  0.728  0.509

| no. | HOMO energy (eV) |
| --- | --- |
| 1 | -7.84 |
| 2 | -9.10 |